Record 1
# C10H31InN3O2

A molecular structure, C10H31InN3O2 (ωB97M-V/def2-TZVPD, the OMol25 dataset).

XYZ file:
```
47
Properties=species:S:1:pos:R:3:forces:R:3:lowdin_charge:R:1
C 8.397 -0.745 -2.656 0.03 -0.12 0.03 -0.144
C 7.529 0.501 -2.472 -0.06 -0.01 -0.19 -0.480
N 6.349 0.197 -1.683 0.09 0.17 0.12 -0.259
In 4.607 -0.513 -2.719 -0.09 -0.15 0.00 0.155
H 7.749 -1.621 -2.731 -0.04 0.01 -0.05 0.046
H 9.014 -0.709 -3.559 0.03 0.10 0.02 0.052
H 9.056 -0.903 -1.799 -0.04 -0.03 0.07 0.052
H 8.125 1.289 -1.990 0.07 -0.01 0.00 0.084
H 7.297 0.889 -3.483 -0.06 0.01 0.03 0.064
H 6.087 1.027 -1.161 -0.02 -0.04 -0.02 -0.026
H 4.747 -2.270 -2.921 0.04 -0.03 -0.03 -0.179
H 3.231 -0.116 -1.682 0.00 0.05 0.10 -0.174
H 4.539 0.302 -4.301 0.05 0.04 0.00 -0.167
C -0.403 -0.871 -1.211 0.00 0.03 -0.02 -0.061
C -0.532 0.645 -1.339 0.18 -0.11 0.04 -0.447
C -1.949 1.179 -1.117 -0.10 0.02 0.06 -0.206
O -2.872 0.956 -2.171 0.07 -0.04 -0.09 -0.185
C -3.469 -0.322 -2.185 -0.02 0.00 0.10 -0.115
N 0.091 1.051 -2.586 -0.15 0.17 -0.20 0.052
H -0.767 -1.366 -2.113 -0.03 -0.01 0.01 0.067
H 0.650 -1.130 -1.109 0.00 0.00 -0.01 0.065
H -0.963 -1.256 -0.355 0.01 0.00 0.01 0.071
H 0.069 1.091 -0.536 -0.02 -0.03 0.02 0.133
H -1.899 2.266 -1.011 0.00 0.00 -0.02 0.121
H -2.358 0.761 -0.185 0.00 0.04 -0.01 0.095
H -3.665 -0.674 -1.165 -0.02 0.00 -0.01 0.086
H -2.853 -1.070 -2.690 0.02 0.02 -0.02 0.074
H -4.417 -0.230 -2.716 0.00 -0.01 -0.01 0.082
H 0.218 2.055 -2.640 0.03 -0.01 0.05 0.074
H -0.480 0.782 -3.380 -0.03 -0.03 0.06 0.074
C -3.903 0.427 5.161 0.01 0.00 -0.04 -0.070
C -4.561 -0.443 4.096 -0.07 -0.02 0.01 -0.441
C -3.571 -1.143 3.161 0.05 -0.01 0.00 -0.210
O -2.950 -0.295 2.217 -0.05 0.08 0.01 -0.201
C -1.778 0.366 2.652 0.09 -0.06 -0.02 -0.095
N -5.559 0.353 3.381 0.00 -0.01 -0.03 0.036
H -3.557 1.369 4.733 0.02 0.00 0.00 0.066
H -4.624 0.669 5.941 0.00 0.02 -0.01 0.073
H -3.048 -0.075 5.617 0.00 -0.01 0.01 0.078
H -5.102 -1.248 4.606 0.04 0.00 0.02 0.133
H -4.122 -1.879 2.570 0.01 -0.01 -0.01 0.121
H -2.809 -1.678 3.744 -0.02 -0.01 0.00 0.120
H -1.187 -0.272 3.317 0.00 -0.01 -0.02 0.094
H -1.993 1.304 3.171 -0.04 -0.01 0.01 0.078
H -1.187 0.585 1.764 0.03 0.02 0.03 0.073
H -6.104 -0.242 2.766 0.00 0.00 0.01 0.069
H -5.075 1.006 2.772 0.00 0.00 0.01 0.071
```
Forces are in eV/Å.

Relative energy (zero: lowest compared OMol25 entry of this formula, charge and spin) (kJ/mol): 0.00
Charge: -1
Gap between HOMO and LUMO (eV): 5.921
LUMO level (eV): 2.273
E (a.u.): -904.3836
Spin multiplicity: 1

***

Record 2
# C4H11N2

A gas-phase ion, C4H11N2 (charge +1) in a non-equilibrium geometry (ωB97M-V/def2-TZVPD, the OMol25 dataset).

XYZ file:
```
17
Properties=species:S:1:pos:R:3:forces:R:3:lowdin_charge:R:1
C -1.898 -0.950 0.043 -0.88 0.96 -0.84 -0.074
N -0.815 -0.173 0.586 1.10 0.59 -3.57 -0.093
C -0.607 1.145 -0.130 0.87 1.16 4.79 -0.138
C 0.976 1.225 0.040 -2.11 1.92 -0.91 -0.100
C 1.161 -0.182 -0.362 2.54 -1.47 1.29 -0.104
N 2.097 -1.047 0.040 0.55 -0.10 -1.30 0.180
H -1.902 -1.971 0.308 0.39 -1.15 0.53 0.078
H -2.857 -0.537 0.348 -0.26 0.07 -0.04 0.100
H -1.845 -0.880 -1.045 -0.10 -0.16 0.02 0.093
H -0.914 -0.043 1.539 0.08 0.32 2.40 0.108
H -1.226 2.002 0.342 1.09 -1.32 -1.08 0.164
H -0.764 0.999 -1.127 -1.04 -0.15 -2.59 0.072
H 1.439 2.069 -0.571 -0.30 -1.59 0.12 0.158
H 1.211 1.522 1.038 0.32 -0.49 0.92 0.109
H 0.738 -0.488 -1.285 -0.52 -0.07 -0.79 0.139
H 2.692 -0.928 0.851 -0.31 0.51 0.04 0.135
H 2.515 -1.765 -0.616 -1.41 0.97 1.03 0.172
```
Forces are in eV/Å.

Relative energy (zero: lowest compared OMol25 entry of this formula, charge and spin) (kJ/mol): 222.95
Charge: +1
Gap between HOMO and LUMO (eV): 10.005
LUMO level (eV): -4.011
E (a.u.): -268.2200
Spin multiplicity: 1
SMILES string: CNCCC=[NH2+]

***

Record 3
# C3H3N8OP

2 unconnected molecules or ions with the total composition C3H3N8OP in a non-equilibrium geometry (ωB97M-V/def2-TZVPD, the OMol25 dataset).

XYZ file:
```
16
Properties=species:S:1:pos:R:3:forces:R:3:lowdin_charge:R:1
C -0.731 1.998 -0.145 4.70 -2.05 -0.47 -0.408
C 2.115 1.013 -0.015 1.41 -0.20 -1.31 -0.588
C 0.831 0.479 -0.487 -3.97 2.10 1.34 -0.278
N -0.870 3.130 -0.795 0.06 -0.03 -0.96 -0.070
N 3.021 1.401 -0.924 -0.03 0.32 0.02 -0.053
N -1.474 1.891 0.904 -2.51 -1.41 0.10 -0.129
N 2.679 0.984 1.223 -0.75 -0.22 -0.40 -0.063
N -1.926 3.664 -0.205 -1.67 0.75 -0.29 -0.199
N 4.114 1.663 -0.244 0.84 -0.06 0.59 -0.190
N -2.387 2.882 0.742 1.24 1.08 0.82 -0.157
N 3.933 1.402 1.053 -0.77 0.13 -1.07 -0.171
O -1.366 -0.932 0.315 -2.93 1.83 -0.47 -0.513
P 0.084 -0.364 0.947 -1.09 -0.35 0.43 0.744
H 0.410 0.262 -1.534 1.66 0.31 1.58 0.089
H -2.137 -0.205 0.295 3.06 -1.89 0.46 0.079
H 0.532 -1.702 0.874 0.74 -0.30 -0.37 -0.091
```
Forces are in eV/Å.

Relative energy (zero: lowest compared OMol25 entry of this formula, charge and spin) (kJ/mol): 268.06
Charge: -2
Gap between HOMO and LUMO (eV): 7.574
LUMO level (eV): 6.272
E (a.u.): -970.6320
Spin multiplicity: 1

***

Record 4
# C2H2ClO3P

2 unconnected molecules or ions with the total composition C2H2ClO3P in a non-equilibrium geometry (ωB97M-V/def2-TZVPD, the OMol25 dataset).

XYZ file:
```
9
Properties=species:S:1:pos:R:3:forces:R:3:lowdin_charge:R:1
O -0.416 -1.085 -1.445 -1.18 -0.27 -0.78 -0.457
P 0.904 -0.812 -0.905 0.77 -0.41 0.62 0.875
C 1.360 0.999 -1.282 -1.61 0.03 -3.26 -1.068
O 1.154 1.590 -2.322 0.48 -0.71 2.05 -0.014
Cl 2.338 1.499 -0.004 1.27 1.14 1.37 0.675
C -1.351 -0.526 1.487 -0.93 -2.01 -0.93 -0.096
O -0.301 -0.092 1.204 3.09 1.73 -0.57 -0.063
H -1.802 -1.338 0.960 -0.43 -0.88 -1.08 0.083
H -1.887 -0.234 2.306 -1.46 1.38 2.59 0.064
```
Forces are in eV/Å.

Relative energy (zero: lowest compared OMol25 entry of this formula, charge and spin) (kJ/mol): 244.59
Gap between HOMO and LUMO (eV): 8.374
LUMO level (eV): -0.864
E (a.u.): -1104.6225
Spin multiplicity: 1
SMILES string: O=PC(=O)Cl.C=O

***

> LUMO level of number 3 (C3H3N8OP)?

6.272 eV